Entry 1:
Here is C2H6N2OS as an isolated structure at a distorted geometry from OMol25. Energies are from ωB97M-V/def2-TZVPD.

HOMO energy (eV): -9.527
Relative energy (zero: lowest compared OMol25 entry of this formula, charge and spin) (kcal per mole): 155.3
E (Eh): -662.519377
HOMO-LUMO gap (eV): 9.77

Structure (XYZ):
```
12
Properties=species:S:1:pos:R:3:forces:R:3:nbo_charge:R:1
C 0.341974 1.951777 -0.062080 -4.594 0.396 0.358 -0.642
C 0.577400 0.393650 0.447316 0.960 0.997 -4.026 0.255
H -0.252314 2.056174 -1.333233 1.504 -0.650 4.327 0.219
H 1.265742 2.425073 -0.269149 1.032 0.036 0.228 0.230
H -0.282770 2.696520 0.797987 1.627 -2.330 -2.797 0.208
H -0.579649 -0.584272 1.805323 -0.264 -0.689 -3.717 0.402
H -2.246224 1.042329 -0.132457 0.745 -2.638 -0.009 0.130
H 1.221775 -1.845481 -0.302110 3.737 2.958 0.213 0.450
N -0.447501 -0.690033 0.666753 0.266 2.923 3.001 -0.811
N 1.752047 0.126889 -0.076464 -0.997 -0.399 0.969 -0.080
O 2.172253 -1.141449 -0.324580 -4.439 -2.593 0.451 -0.509
S -1.947041 -0.424332 -0.275823 0.424 1.989 1.002 0.148
```
Forces are in eV/Å.

---

Entry 2:
Here is a 2-piece molecular cluster, C2H6N2OS overall at a distorted geometry from OMol25. Energies are from ωB97M-V/def2-TZVPD.

HOMO energy (eV): -8.883
Relative energy (zero: lowest compared OMol25 entry of this formula, charge and spin) (kcal per mole): 134.0
E (Eh): -662.553307
HOMO-LUMO gap (eV): 8.03

Structure (XYZ):
```
12
Properties=species:S:1:pos:R:3:forces:R:3:nbo_charge:R:1
C 1.429129 -1.199721 -0.316441 0.800 0.576 -0.119 -0.239
C -0.611317 0.046972 -0.172875 1.227 0.595 -1.064 0.676
H 1.305454 -1.528146 -1.329802 -0.206 -0.004 -0.548 0.195
H 2.489308 -1.077435 -0.068706 -0.222 0.736 -0.357 0.192
H 1.141752 -1.943656 0.340951 -1.048 -1.795 1.131 0.187
H -2.174356 -0.671512 -0.990439 1.907 -0.919 1.634 0.360
H -2.333761 1.137771 1.011675 2.906 0.543 -3.089 0.268
H 0.681574 2.082236 1.702098 -2.191 1.424 -2.611 0.087
N -1.229284 -0.987104 -0.532805 -2.960 0.939 -1.641 -0.739
N -1.115496 1.427225 -0.102811 -3.493 -2.480 3.435 -0.763
O 0.718377 -0.016244 -0.020809 0.351 1.615 0.850 -0.512
S -0.301380 2.729616 0.479966 2.930 -1.230 2.380 0.288
```
Forces are in eV/Å.